{"formula": "C19H41Br10N3O3", "method": "ωB97M-V/def2-TZVPD", "species": ["Br", "C", "C", "Br", "H", "H", "H", "H", "Br", "C", "C", "Br", "H", "H", "H", "H", "Br", "C", "C", "Br", "H", "H", "H", "H", "Br", "C", "C", "Br", "H", "H", "H", "H", "Br", "C", "C", "Br", "H", "H", "H", "H", "C", "O", "N", "C", "C", "H", "H", "H", "H", "H", "H", "H", "C", "O", "N", "C", "C", "H", "H", "H", "H", "H", "H", "H", "C", "O", "N", "C", "C", "H", "H", "H", "H", "H", "H", "H"], "coordinates": [[-25.57824, 14.33258, -14.62056], [-24.23675, 13.23964, -13.73971], [-24.92577, 12.60291, -12.55992], [-23.59000, 11.59904, -11.48738], [-23.46279, 13.94832, -13.44496], [-23.76803, 12.44855, -14.32498], [-25.78120, 11.94282, -12.70347], [-25.31634, 13.36661, -11.88738], [-20.91823, 15.32135, -13.05104], [-19.47172, 15.13943, -11.67087], [-19.72039, 13.86241, -10.66996], [-19.96826, 12.12074, -11.54701], [-19.47091, 16.09519, -11.14682], [-18.52353, 15.13039, -12.20839], [-20.57146, 14.18452, -10.06996], [-18.80691, 13.78941, -10.07976], [-20.97674, 4.03048, -16.71911], [-20.65762, 5.76501, -15.87029], [-20.20702, 6.61243, -16.98175], [-19.14040, 8.10248, -16.21192], [-19.93094, 5.48814, -15.10650], [-21.53801, 6.06381, -15.30132], [-21.09571, 6.96091, -17.50795], [-19.45492, 6.09515, -17.57746], [-22.71650, 17.45242, -16.10464], [-22.01692, 17.33187, -17.99338], [-21.58343, 15.88908, -18.28418], [-20.77632, 15.95967, -20.10309], [-21.21869, 18.05735, -18.15026], [-22.90270, 17.62147, -18.55872], [-22.45169, 15.23404, -18.35583], [-20.85772, 15.56062, -17.54017], [-18.15347, 13.02147, -16.43328], [-19.83822, 12.98916, -15.34930], [-20.58595, 11.70085, -15.69258], [-21.30899, 11.57092, -17.51026], [-20.46305, 13.85039, -15.58586], [-19.61120, 13.07857, -14.28696], [-21.45812, 11.52438, -15.06306], [-20.06882, 10.77416, -15.44374], [-24.81919, 11.22534, -18.20575], [-25.13940, 10.09387, -18.58311], [-25.59646, 12.27984, -18.66946], [-25.28947, 13.69649, -18.27558], [-26.63482, 12.08016, -19.75831], [-23.97726, 11.55655, -17.57833], [-24.79927, 13.67596, -17.30225], [-26.23727, 14.20587, -18.10154], [-24.64344, 14.11031, -19.04986], [-26.29775, 12.75393, -20.54605], [-26.58312, 11.04147, -20.08471], [-27.59687, 12.41101, -19.36705], [-18.32934, 10.50766, -19.75936], [-17.12004, 10.48024, -19.39600], [-18.94224, 9.84966, -20.71945], [-20.29644, 10.15146, -21.22989], [-18.05047, 9.12219, -21.68171], [-19.07909, 11.16884, -19.29794], [-20.73172, 9.22503, -21.60452], [-20.40028, 11.07143, -21.80520], [-20.97626, 10.36529, -20.40513], [-18.47697, 8.17556, -22.01352], [-18.08117, 9.62743, -22.64706], [-16.96115, 9.14722, -21.65271], [-18.86678, 6.51532, -11.97153], [-19.14603, 5.44575, -11.44023], [-19.47363, 7.71664, -11.72735], [-19.04104, 8.91956, -12.45320], [-20.73135, 7.83699, -11.02068], [-18.10610, 6.68201, -12.74985], [-19.81264, 9.47214, -12.98928], [-18.26163, 8.80611, -13.20669], [-18.45725, 9.64391, -11.88522], [-21.54018, 8.28638, -11.59683], [-21.32412, 6.98724, -10.68207], [-20.61069, 8.42707, -10.11219]], "charge": 1, "de_lowest_kj_mol": 98.4, "multiplicity": 2, "gap_ev": [7.44, 2.60], "e_tot_ev": -731394.69115, "lumo_ev": [-3.617, -8.463], "e_homo_ev": [-11.0594, -11.0589], "largest_force_ev_per_a": 3.8}